43
Properties=species:S:1:pos:R:3 method="wB97M-V/def2-TZVPD" mol_weight_g_mol=364.25 gap_ev=5.0671 total_charge=+1 homo_ev=-11.31
Ti -0.2894 0.0060 0.6657
O -0.2404 -0.2095 -3.8846
N -0.9924 0.0425 5.3445
N 0.2547 -0.6234 7.3919
N -1.4885 -0.1178 2.9110
C 0.5998 -0.8721 -7.5554
C -1.1607 -0.0990 4.0815
C -0.3007 1.1434 -6.5177
C 0.7691 1.6615 1.5589
C -0.1429 1.8171 -7.7225
C 1.3424 -1.5743 0.3988
C -0.0774 -0.9401 -5.1397
C -0.6213 2.0647 1.4434
C 0.7123 -0.1929 -8.7610
C 0.5432 -1.7760 -0.7877
C -0.8346 -2.1300 1.0825
C -1.4066 -0.8299 -4.3608
C -0.9345 2.2459 0.0406
C -0.7926 -2.1152 -0.3627
C 0.2589 1.9502 -0.7232
C 0.3559 1.1492 -8.8297
C -0.3372 -0.3319 6.3921
C 0.0753 -0.2082 -6.4133
C 1.3034 1.5716 0.1846
C 0.4965 -1.7783 1.5591
H 0.4479 1.6615 -9.7630
H 0.9471 -1.8497 -1.7988
H 1.2639 1.5267 2.5077
H -0.6910 1.6376 -5.6295
H -1.5766 -2.3749 -1.0561
H -1.8548 2.5482 -0.4258
H 0.7533 -1.7982 2.6175
H 2.4190 -1.5169 0.3786
H -0.4216 2.8574 -7.7701
H -1.6120 -2.4686 1.7883
H 0.8916 -1.9262 -7.4456
H 0.4050 2.0744 -1.8019
H 0.4453 -1.9046 -5.0473
H 2.3310 1.4199 -0.0877
H -2.1711 -0.1890 -4.8017
H -1.1338 2.3199 2.3818
H 1.0755 -0.7432 -9.6282
H -1.7166 -1.6921 -3.7812


49
Properties=species:S:1:pos:R:3 method="wB97M-V/def2-TZVPD" mol_weight_g_mol=608.39 gap_ev=7.0356 total_charge=-1 homo_ev=-5.17
Rh -1.0880 -0.0399 -0.1229
Se -2.0833 0.6234 -2.2272
S 0.4586 1.6711 0.0490
S -2.0147 1.4472 1.3001
O -0.1905 -1.1799 1.3994
O 0.7053 -1.2878 -1.1807
O -0.1373 -2.1352 3.4048
N -2.7656 -1.4263 -0.0007
N -2.0523 4.4218 3.6226
N -1.4403 5.0722 -3.6107
N 1.9314 4.7517 1.6984
C 1.2158 -2.2409 -0.6148
C -1.7812 2.4240 -2.7424
C 3.1349 -0.8948 0.1799
C -1.6054 4.0681 -4.4708
C 4.6168 -3.1722 0.7564
C -2.6358 -2.5455 0.9461
C -0.5708 2.3806 1.2142
C 3.3371 -3.2917 0.2381
C 0.4722 -3.5414 -0.4776
C -2.2353 -2.0353 2.3207
C -1.7708 2.7451 -4.0969
C 5.1504 -1.9139 0.9972
C -1.6159 3.4626 -1.8344
C -0.3106 3.5083 1.9579
C -1.2730 4.0139 2.8779
C -0.7415 -1.7416 2.4192
C 0.9284 4.1973 1.8161
C 2.5933 -2.1537 -0.0613
C -1.4451 4.7505 -2.3170
C 4.4063 -0.7759 0.7143
H 2.9218 -4.2765 0.0676
H -2.4812 -2.7724 3.0835
H -1.5963 4.3349 -5.5230
H -1.8840 1.9740 -4.8475
H 0.9192 -4.2952 -1.1303
H -1.6208 3.2752 -0.7668
H -1.3063 5.5696 -1.6198
H 0.5154 -3.9031 0.5500
H 5.1938 -4.0594 0.9833
H 4.8114 0.2061 0.9201
H 6.1443 -1.8202 1.4163
H -1.8666 -3.2147 0.5657
H -3.5738 -3.1068 1.0004
H -2.7887 -1.1210 2.5582
H -3.5073 -0.8085 0.3176
H 2.5361 -0.0196 -0.0217
H -3.0526 -1.7401 -0.9241
H -0.5577 -3.3841 -0.7845


49
Properties=species:S:1:pos:R:3 method="wB97M-V/def2-TZVPD" mol_weight_g_mol=949.84 gap_ev="4.9522 / 5.3799" homo_ev="-6.82 / -6.82"
W 0.4019 0.3998 -0.1156
Sb -0.8533 5.4838 1.6382
Se 0.3526 7.2207 0.6246
Se 0.0384 2.5622 -0.4698
Se 0.0814 4.2844 3.4496
Se -2.8923 4.6936 0.7490
N -2.5014 -0.3921 0.5808
N 2.0788 -0.6390 -0.3316
N 2.4619 0.2790 0.6706
N -1.5555 -0.3217 -0.3882
N 0.0304 -0.2219 1.8130
C -1.0473 0.9555 3.6987
C 3.6308 -0.5465 2.6818
C -3.3239 -1.4469 -1.1781
C 3.2479 1.2599 0.0489
C -3.4633 0.9171 2.3703
C 2.4537 -0.2378 2.0222
C -3.3907 1.5627 3.5871
C 4.8647 -1.4912 4.6593
C -1.1094 0.2975 2.4688
C 3.1082 1.1332 -1.2754
C -3.5666 -1.0655 0.1322
C -2.1604 1.5493 4.2503
C 3.5966 -1.1421 3.9290
C 1.1924 -0.5380 2.5476
C 1.1663 -1.1789 3.7885
C -4.5456 2.3611 4.1150
C 2.3409 -1.4564 4.4618
C 2.3016 -0.0130 -1.5605
C -2.0558 -0.9659 -1.4546
C -2.3554 0.2734 1.8330
H -4.3815 0.9515 1.7953
H 3.7619 1.9902 0.6521
H 2.3448 -0.6180 -2.4545
H 4.6995 -1.5227 5.7354
H -4.4149 -1.2306 0.7731
H 5.2368 -2.4705 4.3525
H 0.2110 -1.4413 4.2214
H -3.9759 -2.0005 -1.8290
H -4.4312 3.4065 3.8182
H -5.4959 2.0030 3.7194
H 2.2874 -1.9385 5.4306
H -2.0567 2.0857 5.1848
H -1.4670 -1.0376 -2.3535
H 5.6489 -0.7611 4.4601
H 4.5784 -0.3143 2.2074
H 3.5253 1.7958 -2.0157
H -4.5881 2.3243 5.2033
H -0.0938 1.0479 4.1980


43
Properties=species:S:1:pos:R:3 method="wB97M-V/def2-TZVPD" mol_weight_g_mol=342.82 gap_ev=9.1334 homo_ev=-9.41 smiles="CCOCc1cccc2c1C(=O)c1cc(C[C@@H](C)Cl)ccc1C2=O"
Cl 4.0846 -1.0139 0.8589
O -1.9410 -2.6027 1.4164
O -0.4299 -0.4194 1.8965
O -1.6949 3.8083 0.4011
C -3.0649 -2.1870 0.6869
C -2.6239 1.6057 0.0929
C -3.2417 -0.7041 0.4050
C 1.3402 0.2277 -0.3861
C 2.2320 0.9576 -1.1696
C -0.8473 0.1121 0.8906
C -3.8829 1.9589 -0.2879
C 4.5338 0.2645 -0.3402
C -4.5164 -0.3188 0.0128
C 3.5552 0.3195 -1.5410
C 4.6235 1.6050 0.4230
C -2.2821 0.3030 0.4644
C -1.5174 2.6469 0.0934
C -4.8501 0.9663 -0.3076
C -1.0839 -3.4455 0.6711
C 1.8743 2.2348 -1.5346
C -0.1882 2.1032 -0.3775
C 0.1646 0.8132 -0.0123
C 0.3177 -3.5174 1.2650
C 0.6857 2.8216 -1.1593
H 2.5802 2.7996 -2.1432
H 0.3568 -4.0001 2.2458
H 5.6408 1.7029 0.8143
H -0.9820 -3.1176 -0.3778
H -4.1384 2.9762 -0.5650
H 3.9378 1.6558 1.2729
H 4.3674 2.4436 -0.2341
H -1.4757 -4.4769 0.6105
H 0.9371 -4.0744 0.5501
H 0.4526 3.8335 -1.4783
H -5.2919 -1.0823 -0.0411
H 5.5477 0.0288 -0.6691
H 0.7798 -2.5319 1.3846
H -3.9634 -2.5324 1.2240
H 1.5416 -0.7739 -0.0218
H -5.8782 1.1926 -0.5752
H 4.0642 0.8582 -2.3470
H -3.1028 -2.7190 -0.2790
H 3.3795 -0.7223 -1.8325


54
Properties=species:S:1:pos:R:3 method="wB97M-V/def2-TZVPD" mol_weight_g_mol=535.43 gap_ev=5.8874 total_charge=+1 homo_ev=-10.95
S -2.6269 -1.0540 -3.8576
F -2.4499 0.6794 -1.8394
F 3.6166 2.3179 3.2809
F -5.0949 -1.8402 -1.8507
F -4.6099 -0.2755 -0.3343
F 0.8020 1.0609 -0.8233
F -2.3305 -1.4629 -1.1368
F -5.1867 0.3366 -2.4641
F 1.4737 -2.1074 -1.2391
O -2.4135 0.2570 -4.5802
O -2.5126 -3.8313 -2.9273
O -0.8502 -4.5832 -4.2974
O -3.8398 -1.6830 -4.5029
N -0.0698 -4.4094 -1.0808
N 0.5731 -2.3858 -2.1775
C -1.0721 -2.0311 -4.1255
C 2.5537 1.1276 5.0156
C 2.2101 0.0699 -3.5289
C 3.5799 3.2711 5.4363
C -1.4609 2.2545 1.7497
C -4.5153 -0.5883 -1.6858
C 3.1966 3.1917 6.7706
C 1.1990 2.5430 0.9755
C 0.2383 -1.5344 -3.3683
C 2.1804 1.0442 6.3526
C 1.4576 -0.9287 -4.2114
C -0.6087 3.0822 2.4739
C -0.2033 -3.4566 -2.1839
C -0.9852 1.5770 0.6328
C -2.9445 -0.6149 -2.0755
C 2.4999 2.0780 7.2283
C 0.7207 3.2297 2.0861
C -1.2196 -3.4795 -3.4323
C 3.2517 2.2393 4.5723
C 0.3394 1.7266 0.2608
H 3.4412 3.9980 7.4529
H -0.2671 -4.1758 -4.9778
H 2.2045 2.0140 8.2701
H -0.9797 3.6147 3.3430
H -0.1385 -0.5735 -2.8500
H 0.9476 -4.5818 -0.9844
H 4.1307 4.1270 5.0647
H 1.6407 0.1752 6.7117
H 1.6194 0.7630 -2.8378
H -1.6344 0.9357 0.0519
H 2.3066 0.3365 4.3175
H 3.3351 0.1582 -3.6206
H 1.3822 3.8778 2.6493
H 1.7010 -1.2350 -5.2764
H -0.3063 -3.8747 -0.2192
H -0.9367 -2.0400 -5.2508
H -3.0821 -4.1156 -3.6746
H 2.2324 2.6387 0.6635
H -2.4948 2.1373 2.0547


46
Properties=species:S:1:pos:R:3 method="wB97M-V/def2-TZVPD" mol_weight_g_mol=366.40 gap_ev=7.2479 homo_ev=-7.77 smiles="CC(=O)N1CCN(c2ccccc2NC(=O)c2ccc(C#N)cc2F)CC1"
F -2.6548 -0.0041 -1.8534
O 4.0234 3.4987 0.8260
O -1.0189 -0.7304 1.7697
N 1.3393 -0.3707 0.5139
N -1.0981 -1.6369 -0.3169
N 2.9520 1.8380 -0.2376
N -7.8568 1.7740 -0.0454
C 2.4339 -3.8520 -0.0630
C -2.9636 -0.3400 0.4816
C -3.7957 -0.1757 1.5885
C 3.4805 0.8399 0.6716
C 0.1469 -3.6468 -0.6992
C 3.2537 3.1465 -0.0471
C -6.8074 1.3287 0.0673
C 0.8283 0.6326 -0.3862
C 2.4478 -2.5256 0.3146
C -5.5127 0.7743 0.2093
C -5.0583 0.3643 1.4642
C 2.6082 4.1407 -0.9905
C -1.5979 -0.9137 0.7208
C 1.9895 1.2890 -1.1601
C 2.3179 0.1768 1.4216
C 0.1359 -2.3238 -0.2789
C -3.4377 0.0928 -0.7544
C -4.6919 0.6466 -0.9100
C 1.3170 -1.7088 0.1835
C 1.2899 -4.4158 -0.6039
H -3.4156 -0.4841 2.5506
H 4.0392 0.0959 0.0923
H 0.3027 1.3991 0.1967
H -0.7684 -4.0805 -1.0784
H 2.6750 -0.6008 2.0945
H 1.8112 0.9399 2.0238
H 2.8664 3.9196 -2.0236
H 1.5263 4.1360 -0.8786
H 1.6013 2.0565 -1.8255
H 0.1360 0.1949 -1.1034
H 2.4864 0.5186 -1.7651
H -1.7273 -1.9247 -1.0528
H 2.9826 5.1288 -0.7371
H -5.6967 0.4775 2.3269
H 3.3303 -4.4443 0.0432
H 3.3643 -2.1053 0.6973
H 1.2819 -5.4445 -0.9278
H 4.1547 1.3440 1.3652
H -5.0205 0.9749 -1.8840


46
Properties=species:S:1:pos:R:3 method="wB97M-V/def2-TZVPD" mol_weight_g_mol=381.46 gap_ev=8.6015 homo_ev=-9.07 smiles="CCCCOc1nc2ccccc2nc1[C@H](C#N)S(=O)(=O)c1ccccc1"
S 0.0067 2.5950 -0.0831
O -0.5160 3.9275 -0.0040
O -1.7907 -0.4027 0.9312
O 0.2899 1.9042 1.1433
N 0.3048 -0.0332 -1.9212
N -0.1535 -1.8208 0.1780
N -1.6321 2.5842 -3.3084
C 0.7897 -2.0831 -0.7603
C 3.5885 2.3430 -2.8421
C 2.5151 -3.5111 -1.6203
C -1.2560 1.5337 -0.9967
C 1.5633 -3.2522 -0.6694
C 1.9919 -1.4761 -2.7985
C -3.1172 -1.4774 4.2710
C -0.8403 -0.7182 0.0598
C -2.9252 -0.6280 3.0173
C -1.4682 2.1156 -2.2778
C 2.4529 1.6404 -0.8524
C -4.1101 -0.8364 5.2326
C -0.5957 0.2055 -1.0146
C 1.4474 2.5411 -1.1432
C -1.9343 -1.2667 2.0556
C 3.5331 1.5415 -1.7125
C 2.7304 -2.6240 -2.6855
C 1.0102 -1.1874 -1.8367
C 1.4930 3.3558 -2.2569
C 2.5787 3.2541 -3.1109
H -3.8820 -0.4979 2.5078
H 3.4874 -2.8552 -3.4200
H 2.3772 1.0382 0.0396
H -2.1495 1.5534 -0.3728
H 4.4278 2.2592 -3.5165
H -2.2822 -2.2477 1.7108
H 2.6319 3.8806 -3.9877
H -3.4748 -2.4692 3.9850
H -2.5529 0.3609 3.2905
H -5.0817 -0.7207 4.7578
H -3.7609 0.1461 5.5410
H 1.3833 -3.9240 0.1550
H -2.1551 -1.6033 4.7715
H -4.2330 -1.4518 6.1204
H 0.6927 4.0549 -2.4372
H 2.1359 -0.7751 -3.6054
H 3.1107 -4.4096 -1.5546
H 4.3231 0.8358 -1.5053
H -0.9543 -1.3988 2.5258


46
Properties=species:S:1:pos:R:3 method="wB97M-V/def2-TZVPD" mol_weight_g_mol=365.39 gap_ev=7.6551 homo_ev=-7.85 smiles="CNC(=O)COC(=O)/C=C/c1cn(-c2ccccc2)nc1-c1ccc(C)o1"
O -6.5283 -2.5932 0.4736
O -3.5433 -1.8459 -0.8893
O 0.2440 3.0106 -0.0930
O -3.4463 0.3985 -0.7223
N 2.8598 -0.7176 0.0146
N 2.9569 0.6146 0.0982
N -5.6674 -0.5168 0.7413
C 2.3931 3.5417 0.1779
C -2.8902 -0.6837 -0.7220
C -1.4619 -0.9041 -0.5484
C 1.4984 2.5107 0.0235
C 1.7311 1.0972 -0.0252
C -5.7985 -1.6947 0.1127
C 1.6338 4.7291 0.1520
C 4.0120 -1.5054 0.1097
C -6.3691 -0.2056 1.9616
C 5.2506 -0.8690 0.1433
C -0.6215 0.1309 -0.3754
C 3.9453 -2.8938 0.1745
C -0.9231 5.1441 -0.1127
C 0.3300 4.3528 -0.0151
C 1.5835 -1.1106 -0.1658
C 6.4079 -1.6167 0.2357
C 5.1117 -3.6314 0.2647
C 6.3435 -2.9997 0.2943
C 0.7929 0.0286 -0.2010
C -4.9389 -1.8047 -1.1604
H -6.9963 0.6768 1.8247
H -1.0396 1.1281 -0.3692
H 3.4516 3.4402 0.2930
H 1.3025 -2.1373 -0.2681
H -5.0333 0.1761 0.3571
H -6.9952 -1.0602 2.2133
H -5.1718 -2.7480 -1.6566
H -1.1387 -1.9323 -0.5707
H 2.9957 -3.4046 0.1628
H 5.2760 0.2074 0.0968
H -5.1609 -0.9570 -1.8196
H -5.6641 -0.0196 2.7742
H 5.0550 -4.7084 0.3149
H -1.5718 4.9355 0.7379
H -0.6893 6.2041 -0.1296
H 7.3649 -1.1181 0.2608
H -1.4674 4.8793 -1.0180
H 2.0012 5.7307 0.2441
H 7.2486 -3.5833 0.3653


51
Properties=species:S:1:pos:R:3 method="wB97M-V/def2-TZVPD" mol_weight_g_mol=614.51 gap_ev="8.2812 / 8.2848" total_charge=+1 homo_ev="-11.81 / -11.81" multiplicity=2
Yb 0.7913 0.1919 0.0257
S 1.4993 -2.5565 -0.3648
O -2.5433 4.9655 -2.8016
O -0.6499 -0.5143 -1.4713
O 1.3623 4.3585 0.7238
O -1.9967 -0.1559 -3.2312
O 1.4999 2.1276 0.5838
N -0.1661 -0.5263 2.0634
N -0.7630 -3.3645 -1.6236
N 0.8093 -2.8154 -2.9749
N 2.5903 -0.1216 1.6950
N -0.3220 1.8958 -1.0501
C 1.0565 3.2997 0.2695
C 0.6756 0.7592 5.4356
C -0.0572 0.0877 4.4035
C -1.5064 -3.3906 -2.8492
C -0.7873 4.2598 -1.2969
C -1.8040 3.9623 -2.2051
C 1.9600 1.1255 5.2105
C 0.5634 -0.0752 3.1366
C 2.1125 -2.4838 -3.5390
C 2.5789 0.7866 4.0090
C 0.4854 -2.8878 -1.6945
C -1.3919 -0.9729 2.2529
C -0.3826 -3.0003 -3.8397
C 1.9477 0.2116 2.9536
C -0.0786 3.1931 -0.7491
C -1.3166 0.2180 -2.2883
C -2.0506 2.6320 -2.5907
C -1.2684 1.6774 -1.9733
C -2.0045 -0.9910 3.5078
C -1.3616 -0.4222 4.5955
H 0.2201 0.9253 6.3834
H 3.0155 -1.0670 1.7866
H -3.0030 -1.4233 3.6179
H 2.0490 -1.4764 -3.9305
H 2.2910 -3.1761 -4.3568
H -1.2209 -3.4910 -0.7102
H -0.5571 5.2437 -1.0121
H -1.9068 -1.3668 1.3505
H 3.6660 0.9876 3.9119
H -1.7686 -0.4121 5.6121
H 3.2967 0.5693 1.4735
H -0.2151 -3.7840 -4.6017
H -2.7591 2.3570 -3.3899
H 2.8605 -2.5759 -2.7128
H -1.9452 -4.3640 -3.0806
H 2.5432 1.7048 5.8868
H -0.6034 -2.0312 -4.3267
H -2.2604 -2.5872 -2.8629
H -3.1843 4.4933 -3.3610


46
Properties=species:S:1:pos:R:3 method="wB97M-V/def2-TZVPD" mol_weight_g_mol=369.37 gap_ev=7.7475 homo_ev=-8.37
O 1.1908 -2.0637 1.8519
O 2.5899 -0.9238 0.0965
O -4.0285 1.0672 -0.2961
O 4.0421 2.1398 -0.7356
O -1.7624 3.7114 0.5341
O 3.9095 -2.8371 -0.4137
N -1.7239 1.1283 -0.3334
C 2.3375 -2.7939 1.2637
C -2.3249 -2.2055 -0.4856
C 0.0283 -2.1517 0.8905
C -3.5184 -2.2868 -1.4850
C 0.6951 1.3761 -0.5693
C 2.9716 -2.1529 0.3270
C -1.0605 -1.7108 1.5143
C -2.9344 1.7705 -0.0323
C -1.1804 -2.7541 -0.8947
C 0.6223 4.0321 0.0938
C -2.8181 2.9991 0.8283
C -0.5313 1.6393 -0.2236
C 1.7532 3.3059 0.1786
C 1.8484 2.0392 -0.3676
C 3.1209 1.3587 -0.8675
C 0.0559 -2.6438 -0.4372
C 3.3554 -0.0334 -1.1014
C -2.3152 -1.4473 0.7932
C -0.4830 3.1734 0.2246
C -4.3444 -3.3339 -0.9082
H -3.2709 -1.1553 1.0988
H -1.1262 -3.1481 -2.0461
H 0.8720 -3.1207 -0.7304
H 2.8952 -2.6438 2.4821
H 2.7294 3.8405 0.0918
H -5.1644 -3.3335 -1.5713
H -3.6944 3.7686 0.6499
H 0.5851 4.9060 0.9353
H -2.8713 2.5558 1.8530
H -4.4870 -3.2471 0.0380
H -3.7975 -4.2821 -1.2467
H -1.7273 0.2500 -0.9953
H 2.2699 -3.9157 1.3132
H -3.1594 -2.1812 -2.4129
H 2.6398 -0.2444 -1.8940
H 0.5597 0.1576 -0.7730
H -1.0592 -1.4779 2.4239
H -4.2154 -1.1430 -1.1761
H 4.2737 -0.3871 -0.9998